This record from the OMol25 dataset describes C55H44CsN11S2 as an isolated structure at a distorted geometry. The level of theory is ωB97M-V with the def2-TZVPD basis set.

Calculated values
- Multiplicity: 1
- Largest force on an atom: 0.1095 hartree/bohr
- E_tot: -3541.18052 Ha
- Total charge: -2

Last column: Mulliken charge in e.
Element x y z (Å)
Cs: 1.422 0.245 -0.145  0.4503
C: -1.139 -2.137 5.818  -0.8417
C: -1.153 -0.814 6.260  -0.5122
C: -1.140 0.263 5.367  -0.3819
C: -1.102 -0.071 3.965  -0.1727
C: -1.061 0.751 2.739  -0.2159
N: -1.126 -0.084 1.661  0.3049
C: -1.309 -1.317 2.036  -0.5284
N: -1.397 -2.451 1.328  -0.4237
C: -1.481 -2.434 0.000  0.8335
C: -1.677 -3.634 -0.833  -0.3022
C: -1.633 -5.047 -0.567  -0.3718
C: -1.618 -5.876 -1.734  -0.7657
C: -1.626 -5.343 -2.980  -0.6565
C: -1.671 -3.940 -3.250  0.0759
C: -1.739 -3.105 -2.165  -0.2546
C: -1.678 -1.645 -1.974  -0.2079
N: -1.747 -0.918 -3.150  -0.6503
C: -1.504 0.400 -3.111  0.2426
N: -1.033 1.084 -2.072  -0.2797
C: -1.093 2.430 -2.534  -0.1175
N: -0.793 3.446 -1.781  -0.4860
C: -0.588 3.372 -0.480  -0.3426
N: -0.964 2.353 0.352  0.6856
C: -0.584 2.728 1.652  -0.7008
N: -0.846 2.052 2.758  -0.3832
C: 0.028 4.040 1.583  0.5198
C: 0.533 4.906 2.574  -0.2460
C: 1.223 6.075 2.148  -0.5650
C: 1.322 6.399 0.799  -0.6033
C: 0.601 5.668 -0.140  -0.6787
C: -0.053 4.470 0.293  0.3364
C: -1.559 2.590 -3.943  0.1616
C: -1.790 3.705 -4.745  -0.4256
C: -2.395 3.439 -5.956  -0.5331
C: -2.650 2.096 -6.335  -0.4952
C: -2.378 1.030 -5.536  -0.5340
C: -1.761 1.260 -4.313  0.1104
N: -1.464 -1.311 -0.718  0.1421
C: -1.344 -1.402 3.566  0.4222
C: -1.385 -2.434 4.462  0.0239
H: -1.234 -2.980 6.529  0.3286
H: -1.219 -0.557 7.328  0.3463
H: -1.120 1.298 5.689  0.5138
H: -1.462 -5.519 0.396  0.5622
H: -1.669 -6.953 -1.629  0.4084
H: -1.562 -5.945 -3.896  0.3412
H: -1.670 -3.570 -4.274  0.5265
H: 0.451 4.748 3.639  0.4874
H: 1.729 6.757 2.891  0.2798
H: 1.834 7.324 0.568  0.3955
H: 0.632 6.069 -1.128  0.4680
H: -1.653 4.684 -4.420  0.6111
H: -2.729 4.243 -6.625  0.3394
H: -3.027 1.909 -7.334  0.3671
H: -2.622 0.060 -5.883  0.5241
H: -1.481 -3.428 4.019  0.4947
C: 4.587 -0.269 -1.437  0.6100
C: 4.198 0.987 -2.007  0.2318
C: 4.028 1.982 -0.991  0.0967
C: 4.382 1.346 0.200  0.5067
C: 4.724 0.003 -0.081  1.0213
C: 5.401 -0.989 0.901  -1.6989
C: 4.567 2.012 1.553  -1.6965
C: 3.498 3.407 -1.120  -0.7990
C: 3.631 1.058 -3.386  -1.5440
C: 4.930 -1.543 -2.141  -1.5130
H: 6.161 -1.515 0.305  0.4564
H: 4.729 -1.670 1.363  0.0440
H: 5.907 -0.418 1.694  0.4485
H: 5.182 2.866 1.496  0.4435
H: 5.020 1.283 2.277  0.2614
H: 3.717 2.419 2.017  0.2423
H: 2.618 3.499 -1.781  0.1743
H: 4.257 4.149 -1.532  0.2729
H: 3.276 3.683 -0.044  0.1352
H: 4.266 1.449 -4.196  0.2576
H: 2.729 1.643 -3.475  0.2798
H: 3.259 0.022 -3.625  0.3064
H: 5.556 -2.221 -1.496  0.3718
H: 5.525 -1.264 -3.062  0.3053
H: 4.126 -2.276 -2.318  0.1695
S: 2.266 -4.015 3.121  -0.3423
C: 1.642 -2.737 2.082  -0.4407
N: 1.578 -3.129 0.826  0.2373
C: 1.991 -4.406 0.610  -0.8274
C: 1.930 -5.079 -0.608  -0.3323
C: 2.395 -6.381 -0.713  -0.9114
C: 2.942 -7.000 0.403  -0.2606
C: 2.904 -6.410 1.647  -0.5316
C: 2.444 -5.098 1.741  1.0320
H: 1.419 -1.805 2.432  0.5004
H: 1.648 -4.554 -1.499  0.6214
H: 2.381 -6.871 -1.642  0.4732
H: 3.444 -7.989 0.329  0.3121
H: 3.306 -6.961 2.452  0.4312
C: -4.365 -0.688 -0.003  0.6616
C: -4.781 0.428 0.813  -0.3114
C: -4.074 1.528 1.142  0.8362
C: -4.688 2.561 1.926  0.9527
N: -5.885 2.436 2.441  -0.5885
C: -6.607 1.361 2.170  -0.3502
S: -8.115 0.978 2.848  -0.4611
N: -6.058 0.455 1.301  -0.1376
C: -3.960 3.858 2.223  -0.9835
H: -4.885 -1.659 0.351  0.3290
H: -3.216 -0.705 -0.066  -1.1489
H: -4.737 -0.473 -1.051  0.3575
H: -3.066 1.538 0.716  -0.3254
H: -6.716 -0.291 1.125  0.2899
H: -3.129 3.621 2.857  0.2091
H: -4.551 4.528 2.811  0.4215
H: -3.578 4.340 1.333  0.2763